Entry 1:
Formula: C10H8N2O4PtSSe2
Source: the OMol25 dataset
Level of theory: the ωB97M-V functional and the def2-TZVPD basis

Structure (XYZ):
```
28
Properties=species:S:1:pos:R:3:forces:R:3
Pt 0.53660 -0.36846 0.64792 -0.281 0.144 0.627
O 2.30162 -0.05500 1.60290 -0.037 -0.133 0.265
S 2.04605 -1.53415 2.03416 0.025 0.114 -0.160
O 2.93981 -2.14272 2.91103 -0.057 -0.054 -0.004
O 1.77816 -2.10441 0.63522 0.168 0.315 -0.007
O 0.55444 -1.34020 2.45463 0.104 -0.353 -0.341
Se -0.70925 1.59297 1.21382 -0.135 0.718 -0.008
Se -2.26323 1.32879 -0.56659 -0.062 -0.095 0.245
C -2.38666 -0.54944 -0.24910 0.163 0.030 -0.042
C -3.59535 -1.19189 -0.40396 -0.011 0.009 -0.043
C -3.64307 -2.57777 -0.28154 0.015 0.033 -0.002
C -2.48288 -3.26803 0.01822 0.010 0.003 -0.002
C -1.30905 -2.56280 0.19861 0.011 -0.041 -0.042
N -1.25452 -1.22703 0.05211 0.179 0.033 -0.188
C 0.65700 2.31452 0.04825 0.081 -0.110 -0.082
C 1.14688 3.57998 -0.10251 -0.047 -0.009 -0.040
C 2.20373 3.72105 -1.01069 0.003 -0.005 -0.014
C 2.69784 2.61709 -1.68426 -0.022 0.022 -0.017
C 2.15425 1.36034 -1.44622 -0.085 -0.015 -0.071
N 1.13524 1.23802 -0.59626 -0.022 -0.603 -0.126
H -4.48703 -0.61832 -0.61568 -0.015 -0.006 0.012
H -4.58201 -3.10075 -0.40601 -0.002 0.005 -0.007
H -2.47151 -4.34291 0.12841 -0.006 0.001 0.001
H -0.38347 -3.05971 0.45574 -0.006 0.001 0.012
H 0.74624 4.41809 0.45089 0.011 0.005 0.003
H 2.63835 4.69807 -1.17702 -0.006 0.004 0.001
H 3.51334 2.71307 -2.38732 0.005 -0.003 0.006
H 2.51851 0.46163 -1.92474 0.018 -0.008 0.023
```
Forces are in eV/Å.

Results
relative energy (zero: lowest compared OMol25 entry of this formula, charge and spin): 48.7 kJ/mol
E: -6116.01415 hartree
gap between HOMO and LUMO: 0.2618 hartree
charge: +2

Löwdin population analysis, charges in e, atoms 1 to 4: atom 1 (Pt): 1.329, atom 2 (O): -0.369, atom 3 (S): 0.480, atom 4 (O): -0.109

Entry 2:
Formula: C10H8N4OS3
Source: the OMol25 dataset
Level of theory: the ωB97M-V functional and the def2-TZVPD basis

Structure (XYZ):
```
26
Properties=species:S:1:pos:R:3:forces:R:3
C -2.90149 -3.40004 -1.25514 -0.057 -0.186 -0.143
C -2.63442 -2.02298 -0.79407 -0.132 0.586 -0.717
N -2.30850 -1.69620 0.39983 -0.106 -1.720 0.241
N -2.12448 -0.40079 0.59770 0.171 1.528 0.269
C -2.30583 0.30967 -0.46342 -0.275 -0.335 -0.590
S -2.16455 2.03255 -0.54383 0.012 0.536 0.110
C -1.40409 2.32325 1.10109 -0.231 -0.427 -0.424
C 0.04321 2.06160 1.04066 0.393 0.492 0.238
N 1.00308 2.90864 1.23013 -1.528 0.545 0.167
N 2.15904 2.24896 1.06184 1.170 -1.196 -0.305
C 1.85293 1.01621 0.76770 -0.075 1.262 0.279
C 2.75152 -0.05396 0.49136 0.223 -0.916 -0.229
C 4.12223 -0.01452 0.51606 -0.589 0.191 0.052
C 4.69660 -1.25398 0.18847 0.001 -0.301 -0.093
C 3.76441 -2.20976 -0.08095 -0.274 0.077 0.016
S 2.15927 -1.62516 0.06215 0.506 0.301 0.096
H 3.92709 -3.23320 -0.35535 0.072 -0.205 -0.051
H 5.75612 -1.43129 0.15333 0.172 -0.058 -0.014
H 4.66699 0.87726 0.76309 0.100 0.184 0.051
O 0.51319 0.83173 0.73918 0.155 -0.130 -0.011
H -1.90230 1.64482 1.79333 0.007 0.164 0.064
H -1.57800 3.36613 1.35383 0.037 -0.063 0.011
S -2.74883 -0.62941 -1.87790 0.271 -0.123 1.003
H -3.91671 -3.47721 -1.64177 -0.037 -0.094 -0.013
H -2.21317 -3.67174 -2.05407 0.010 -0.095 -0.026
H -2.77780 -4.08432 -0.42043 0.003 -0.017 0.020
```
Forces are in eV/Å.

Results
structure (SMILES): Cc1nnc(SCc2nnc(-c3cccs3)o2)s1
relative energy (zero: lowest compared OMol25 entry of this formula, charge and spin): 0.0 kJ/mol
E: -1874.65818 hartree
gap between HOMO and LUMO: 0.3211 hartree
charge: 0

Löwdin population analysis, charges in e, atoms 1 to 4: atom 1 (C): -0.085, atom 2 (C): -0.641, atom 3 (N): -0.002, atom 4 (N): -0.059

Entry 3:
Formula: C10H8N5O4
Source: the OMol25 dataset
Level of theory: the ωB97M-V functional and the def2-TZVPD basis

Structure (XYZ):
```
27
Properties=species:S:1:pos:R:3:forces:R:3
C -3.65547 0.24112 1.48035 -0.112 0.436 -0.005
O -2.79671 1.40690 1.41707 0.338 -0.664 -0.079
C -1.49428 1.12017 1.40244 0.542 2.442 0.029
N -0.68985 2.19724 1.31447 -1.922 -0.731 0.248
C 0.59205 1.89442 1.33461 2.790 -0.106 -0.068
N 1.67202 2.74791 1.24009 -2.531 -1.810 -0.034
O 2.76065 1.94964 1.17836 -0.421 -2.259 0.223
N 2.36067 0.49547 1.27424 -0.005 0.960 0.329
O 3.22900 -0.34508 1.22205 -0.702 0.722 0.005
C 1.00307 0.49881 1.42462 2.801 2.236 -0.390
C 0.09995 -0.53836 1.55527 -1.839 0.264 -0.882
N -1.18125 -0.17568 1.48917 1.676 -1.737 0.423
H -4.64342 0.68860 1.48779 -0.162 -0.239 0.004
H -3.49758 -0.39440 0.60742 -0.133 0.099 0.101
H -3.45995 -0.34420 2.38051 -0.096 0.137 -0.108
H 0.39035 -1.58728 1.56332 -0.226 0.084 0.373
O 0.18174 -3.37668 4.11897 0.127 -0.137 0.373
C -0.50854 -4.42549 4.12303 -0.812 -0.746 -0.480
C -0.19601 -5.60280 3.31011 -0.341 0.425 -0.154
C -1.18948 -6.49966 2.95676 0.096 0.499 0.830
N -2.42524 -6.47584 3.47692 -0.734 -0.511 -0.410
C -2.70518 -5.53563 4.39196 0.971 -0.123 -0.070
C -1.79033 -4.58670 4.81782 0.112 0.230 -0.507
H 0.76623 -5.66563 2.81452 0.080 0.145 0.025
H -0.99605 -7.28590 2.21632 0.004 0.194 0.257
H -3.72658 -5.55958 4.79380 0.356 0.043 -0.012
H -2.11510 -3.84241 5.53649 0.141 0.147 -0.022
```
Forces are in eV/Å.

Results
E: -960.48131 hartree
gap between HOMO and LUMO: 0.1524 hartree
charge: -1

Löwdin population analysis, charges in e, atoms 1 to 4: atom 1 (C): -0.052, atom 2 (O): -0.036, atom 3 (C): -0.404, atom 4 (N): 0.200

Entry 4:
Formula: C10H8O2
Source: the OMol25 dataset
Level of theory: the ωB97M-V functional and the def2-TZVPD basis

Structure (XYZ):
```
20
Properties=species:S:1:pos:R:3:forces:R:3
C -3.29478 0.27824 -0.43768 2.462 1.756 -0.413
C -2.04579 0.00488 -0.02670 -1.185 0.017 0.524
C -1.67702 -1.37196 0.50045 -0.245 0.361 0.680
C 0.62058 -0.80774 0.01331 1.434 0.541 -1.168
C 1.96950 -1.20882 -0.29071 -0.918 1.153 1.483
C 3.04782 -0.29381 -0.19002 0.002 0.184 -0.575
C 2.80949 1.05474 0.13353 -1.388 -0.810 -0.788
C 1.44231 1.44979 0.19724 2.705 1.998 -0.133
C 0.39947 0.60550 0.08895 -1.547 -2.787 0.561
C -0.99860 1.08704 0.05875 -0.334 0.825 -0.315
H -3.55027 1.25046 -0.87198 0.152 -0.241 0.490
H -4.01031 -0.45732 -0.47693 -1.600 -1.666 -0.039
H -1.72413 -1.42394 1.63714 0.617 0.344 -1.131
H -2.41251 -2.15080 0.20858 0.650 0.507 -0.302
H 2.18117 -2.24088 -0.40144 0.047 -0.844 -0.380
H 4.09942 -0.58415 -0.50474 -1.510 0.065 0.725
H 3.64012 1.75601 0.12575 -0.376 0.019 0.202
H 1.17845 2.51432 0.21362 0.227 -0.357 0.238
O -0.39005 -1.73970 -0.01631 0.678 -0.009 0.322
O -1.28486 2.27812 0.03919 0.130 -1.057 0.017
```
Forces are in eV/Å.

Results
structure (SMILES): C=C1COc2ccccc2C1=O
relative energy (zero: lowest compared OMol25 entry of this formula, charge and spin): 167.1 kJ/mol
E: -536.29418 hartree
gap between HOMO and LUMO: 0.3128 hartree
charge: 0

Löwdin population analysis, charges in e, atoms 1 to 4: atom 1 (C): 0.121, atom 2 (C): -0.174, atom 3 (C): -0.122, atom 4 (C): -0.162

Entry 5:
Formula: C10H8O2
Source: the OMol25 dataset
Level of theory: the ωB97M-V functional and the def2-TZVPD basis

Structure (XYZ):
```
20
Properties=species:S:1:pos:R:3:forces:R:3
C 2.34904 0.03727 0.01585 3.765 2.028 -0.190
C 1.90224 -1.25725 -0.05699 3.496 -0.615 -0.149
C 0.60463 -1.43743 -0.06055 -3.639 -7.618 0.678
C -0.45593 -0.54233 -0.06691 6.355 4.184 0.924
C -1.76357 -0.72520 -0.03118 -6.517 2.956 -0.459
C -2.75858 0.35187 -0.07541 4.913 -3.014 0.207
C -2.14834 1.64055 -0.02706 -9.436 2.374 1.170
C -0.91519 2.01528 0.00308 7.383 -0.399 -0.327
C 0.10271 0.82176 0.01754 -3.207 1.972 -0.829
C 1.48270 1.08361 0.01269 -5.204 -13.452 2.452
H 4.40084 -0.54412 -0.15053 -3.031 4.420 0.892
H 2.64104 -2.08759 -0.18038 -0.892 0.709 0.433
H 0.37466 -2.77779 0.08726 0.192 4.170 -0.831
H -1.72476 -2.48282 0.57507 -0.211 -0.166 -0.432
H -3.74441 -0.11547 -0.10504 -0.119 1.364 0.153
H -3.14166 2.53834 0.23782 3.329 -2.339 -1.282
H -0.44209 3.10871 -0.06645 -1.509 -2.622 0.475
H 1.74681 1.88592 -0.17507 4.698 13.871 -2.421
O 3.77638 0.41977 0.04073 0.074 -5.322 -1.018
O -2.28652 -1.93308 0.00555 -0.441 -2.502 0.556
```
Forces are in eV/Å.

Results
relative energy (zero: lowest compared OMol25 entry of this formula, charge and spin): 602.9 kJ/mol
E: -536.12818 hartree
gap between HOMO and LUMO: 0.3005 hartree
charge: 0

Löwdin population analysis, charges in e, atoms 1 to 4: atom 1 (C): -0.247, atom 2 (C): -0.090, atom 3 (C): -0.054, atom 4 (C): -0.146